[1]
4 unconnected molecules or ions with the total composition C45H59BBrF4NO5PS2 in a non-equilibrium geometry. Source: OMol25; level of theory: wB97M-V/def2-TZVPD.

Positions of all 119 atoms, in Å:
C (4.14776, -0.14914, -1.69029)
C (4.73105, -1.39353, -0.86298)
C (3.75170, -1.98162, 0.26892)
Br (4.90086, -3.22380, 1.38766)
B (2.99341, -0.85538, 1.19672)
C (4.19854, -0.02699, 1.96168)
C (4.09001, 1.56270, 1.85662)
O (4.55241, 2.21804, 0.88213)
F (3.49620, 2.37010, 2.89936)
O (1.87036, -0.07699, 0.59245)
C (0.57226, -0.61826, 0.98254)
C (0.38214, -1.92798, 0.01100)
C (0.78956, -1.64796, -1.51705)
C (-0.46901, -2.13602, -2.45063)
S (-1.21301, -0.64066, -3.26487)
C (-3.05581, -0.69795, -3.19695)
S (-3.86670, -0.65966, -4.68484)
N (-3.80314, -0.76304, -1.89984)
C (-4.95403, 0.21654, -1.91695)
C (-5.23861, 0.87553, -0.47237)
C (-4.28407, -2.17485, -1.80786)
C (-5.31346, -2.45412, -0.60041)
C (-0.75174, 0.21803, 0.63760)
O (-1.84661, -0.00890, 1.60238)
O (-2.73070, -0.92405, 1.11865)
C (0.86903, -1.09548, 2.49388)
C (1.09504, -0.02740, 3.67438)
C (0.14554, 1.25413, 3.65761)
C (-1.06547, 1.26962, 4.66878)
C (-2.05853, 2.48012, 4.78175)
C (-1.90866, 3.73634, 3.84095)
C (-0.71372, 3.71001, 2.85803)
C (-0.53894, 4.98284, 1.88900)
C (0.30703, 2.51394, 2.77620)
P (0.00079, -2.73216, 3.03441)
C (1.39208, -3.89232, 3.68146)
C (-1.24835, -2.41902, 4.42630)
C (-0.54951, -2.71718, 5.84629)
O (2.24348, -1.58002, 2.27626)
H (4.47742, -0.30709, -2.79195)
H (4.58451, 0.86869, -1.38922)
H (3.01146, -0.07090, -1.71433)
H (5.00280, -2.28110, -1.55425)
H (5.73122, -1.07153, -0.37972)
H (3.02685, -2.70017, -0.27899)
H (5.25997, -0.30430, 1.65099)
H (4.11718, -0.30338, 3.08404)
H (0.97294, -2.83738, 0.36534)
H (-0.73364, -2.21289, 0.12437)
H (1.68833, -2.23726, -1.89553)
H (0.89222, -0.51677, -1.73029)
H (-1.20702, -2.79880, -1.88773)
H (-0.03428, -2.79887, -3.29617)
H (-5.90558, -0.33332, -2.24304)
H (-4.75959, 1.09089, -2.63980)
H (-5.46475, 1.99391, -0.54824)
H (-4.36510, 0.75836, 0.25638)
H (-6.15017, 0.38870, 0.03380)
H (-3.37390, -2.85795, -1.62424)
H (-4.78213, -2.56296, -2.76865)
H (-5.14070, -3.53080, -0.23910)
H (-5.16144, -1.77341, 0.30111)
H (-6.37296, -2.43040, -1.03763)
H (-0.55104, 1.34759, 0.47928)
H (-1.18944, -0.13598, -0.37554)
H (-2.40614, -1.79320, 1.48337)
H (2.16903, 0.35241, 3.78576)
H (0.86552, -0.58165, 4.66578)
H (-1.25450, 0.40790, 5.38909)
H (-2.89503, 2.41198, 5.57168)
H (-2.66711, 4.57500, 3.95791)
H (-1.48391, 5.00642, 1.21791)
H (0.34001, 4.82297, 1.17239)
H (-0.51756, 5.97861, 2.44551)
H (1.15276, 2.58300, 2.01864)
H (0.83980, -4.80703, 4.09890)
H (1.93357, -4.25194, 2.72592)
H (2.08930, -3.38255, 4.42479)
H (-2.07396, -3.22326, 4.30213)
H (-1.78112, -1.41296, 4.35259)
H (0.54073, -2.34817, 5.91838)
H (-1.17357, -2.39131, 6.75639)
H (-0.47256, -3.87063, 5.93303)
F (11.71539, -6.70792, 2.43170)
C (10.54200, -6.06535, 2.29812)
C (9.43439, -6.51824, 2.99757)
C (8.22107, -5.84996, 2.86311)
C (8.12704, -4.74319, 2.02252)
C (9.24492, -4.30064, 1.32137)
C (10.46118, -4.96163, 1.46374)
H (9.52457, -7.38618, 3.64066)
H (7.34970, -6.19125, 3.41184)
H (7.17902, -4.22478, 1.91453)
H (9.16901, -3.44093, 0.66391)
H (11.34386, -4.62536, 0.93218)
F (-3.89085, 6.72349, -0.02711)
C (-3.52044, 5.95695, -1.06608)
C (-3.29688, 4.60305, -0.86763)
C (-2.91803, 3.80824, -1.94495)
C (-2.75698, 4.37870, -3.20573)
C (-2.97950, 5.74072, -3.39227)
C (-3.36879, 6.53387, -2.31799)
H (-3.41925, 4.17840, 0.12244)
H (-2.74772, 2.74577, -1.80242)
H (-2.45714, 3.75841, -4.04488)
H (-2.84954, 6.18336, -4.37401)
H (-3.55491, 7.59384, -2.44630)
F (-5.09649, 5.02348, -5.39541)
C (-4.72402, 4.25674, -6.43084)
C (-4.49741, 2.90680, -6.22393)
C (-4.11579, 2.10500, -7.29272)
C (-3.95469, 2.66431, -8.55837)
C (-4.18031, 4.02475, -8.75517)
C (-4.57261, 4.82568, -7.68606)
H (-4.61969, 2.48918, -5.23088)
H (-3.94378, 1.04502, -7.13934)
H (-3.65243, 2.03805, -9.39185)
H (-4.05049, 4.46102, -9.74009)
H (-4.76108, 5.88432, -7.82191)

Cartesian forces, eV/Å:
C 0.372 -0.083 -1.272
C 0.512 -0.325 0.336
C -0.057 -0.250 -2.532
Br -0.726 0.469 -0.405
B -1.220 -0.753 1.256
C 0.637 2.532 2.224
C 2.297 1.739 -3.633
O -2.242 -2.650 4.389
F 0.798 -1.968 -1.475
O -1.236 0.861 -0.101
C 0.647 -1.771 -1.022
C -0.165 -0.396 0.667
C -2.115 0.168 -0.415
C 1.244 -1.102 0.042
S -1.371 -0.566 0.347
C -0.807 -0.424 -0.685
S 1.185 0.295 2.032
N 0.185 0.053 -2.283
C -0.952 0.803 0.519
C -0.142 -0.179 0.534
C 0.032 -1.666 1.135
C 0.216 -0.543 -0.434
C 0.205 0.739 -1.392
O 2.744 2.097 0.371
O -1.024 -2.658 -0.442
C 2.977 -0.114 0.122
C -1.366 1.269 0.835
C -2.890 2.662 0.969
C 0.014 3.390 -1.824
C 2.794 -0.228 -2.429
C 2.696 -4.191 0.548
C -0.425 -1.364 1.592
C -0.937 -1.243 -0.346
C -2.877 -0.207 2.179
P -0.447 -0.175 -1.140
C -0.391 0.026 -0.390
C 0.027 -0.686 1.315
C -0.153 -0.883 0.287
O -1.312 -0.694 0.480
H -0.536 0.310 1.664
H -0.743 -1.650 -0.056
H 1.605 -0.189 0.333
H -0.427 1.519 0.901
H -1.618 -0.485 -0.697
H 1.200 1.049 1.131
H -1.431 0.663 0.184
H 0.143 0.431 -1.826
H -0.717 1.338 -0.214
H 1.834 0.261 -0.548
H -1.023 1.032 0.864
H 0.252 -1.895 0.513
H 0.885 1.242 -0.698
H -0.935 1.203 1.136
H 1.273 0.925 0.154
H -0.115 -1.641 0.979
H 0.306 -1.525 -0.130
H -1.060 0.057 -1.202
H 1.352 0.680 -0.799
H -1.222 1.196 -0.374
H 0.658 0.842 1.106
H -0.253 1.532 -0.554
H -0.283 -0.786 -1.400
H 1.404 0.262 1.002
H -0.401 -1.777 0.875
H 0.846 0.533 1.605
H -0.255 0.919 -0.323
H -1.525 -0.762 -0.716
H 0.357 0.985 -1.578
H 0.502 1.236 -1.168
H 1.461 0.210 -1.489
H 1.349 -1.109 -0.448
H 1.525 0.071 1.043
H -1.093 0.446 1.268
H 0.280 -1.468 -0.680
H -1.256 -0.119 1.196
H 0.868 1.341 -0.302
H -0.669 0.858 1.709
H -0.800 -0.965 -1.046
H 1.315 1.330 0.068
H 1.026 -1.216 -0.013
H -1.891 -0.267 -0.047
H 0.995 -0.227 -1.376
H -0.063 1.848 -0.084
F 0.225 -0.125 0.027
C -0.792 0.436 -0.089
C 0.069 -0.145 0.097
C 0.268 0.183 -0.239
C -0.124 0.011 0.067
C -0.047 -0.249 0.218
C 0.164 -0.005 -0.061
H 0.046 0.048 -0.036
H 0.096 0.018 -0.060
H 0.266 -0.099 -0.007
H 0.011 -0.084 0.080
H -0.022 -0.060 0.036
F -0.052 0.118 0.148
C 0.239 -0.533 -0.667
C -0.095 -0.006 0.198
C -0.032 0.286 -0.195
C 0.022 -0.033 0.010
C 0.045 -0.210 0.293
C -0.013 0.153 0.025
H -0.020 0.019 -0.040
H 0.017 0.093 0.052
H -0.017 0.063 0.085
H -0.049 -0.028 0.122
H 0.015 -0.049 0.053
F -0.134 0.132 0.024
C 0.207 -0.425 -0.597
C -0.030 -0.104 0.231
C -0.016 0.235 -0.215
C -0.010 0.030 -0.012
C -0.018 -0.223 0.265
C -0.014 0.167 -0.008
H -0.013 0.024 -0.037
H 0.013 0.128 0.051
H -0.029 0.074 0.094
H -0.033 -0.013 0.115
H 0.013 -0.049 0.050

Properties
Total charge = -1
Highest occupied orbital energy = -5.4 eV
E_tot = -6316.81301 Ha
Gap between HOMO and LUMO = 6.4 eV

=====

[2]
A molecular structure, C3H6N4O in a non-equilibrium geometry. Source: OMol25; level of theory: wB97M-V/def2-TZVPD.

Positions of all 14 atoms, in Å:
C (0.09394, -0.48699, -0.05287)
C (-0.32809, -1.92328, -0.35419)
C (-0.99441, 1.52380, 0.33465)
N (1.44529, -0.05455, 1.28569)
N (0.85305, 0.22110, -1.03594)
N (2.19670, 0.60918, 0.63639)
N (1.92761, 0.72045, -0.83000)
O (-1.05128, 0.18389, 0.28078)
H (-0.53215, -2.35066, 0.65233)
H (0.46695, -2.40181, -0.84336)
H (-1.26158, -1.78205, -0.92469)
H (-0.48696, 2.04383, 1.15852)
H (-2.01613, 1.84703, 0.16299)
H (-0.31293, 1.85007, -0.47030)

Cartesian forces, eV/Å:
C 0.607 1.173 1.214
C -0.448 1.914 1.693
C 0.947 3.300 -1.141
N -0.672 0.085 -2.127
N -0.109 -0.754 -2.046
N 0.973 -0.652 4.036
N -1.757 -0.476 -1.412
O 0.517 -3.155 0.722
H 0.043 -0.035 -0.864
H 0.730 -1.033 -0.790
H 0.517 -0.635 0.076
H -0.583 -0.761 0.776
H 0.137 0.570 0.175
H -0.902 0.457 -0.312

Properties
Energy relative to the best compared isomer or geometry (same formula, charge and spin) = 5.101 eV
Total charge = 0
Highest occupied orbital energy = -9.2 eV
E_tot = -412.02149 Ha
Gap between HOMO and LUMO = 8.6 eV

=====

[3]
A single C4H9NO2 molecule. Source: OMol25; level of theory: wB97M-V/def2-TZVPD.

Positions of all 16 atoms, in Å:
C (-0.20926, -1.25479, -1.25236)
C (0.53492, -0.26180, -0.36400)
C (0.16668, 1.18158, -0.73144)
O (0.78419, 2.13370, 0.09344)
N (0.31063, -0.57954, 1.04989)
C (-0.62454, -0.06212, 1.87479)
O (-1.33655, 0.90704, 1.65629)
H (0.12449, -2.28066, -1.06281)
H (-0.03267, -1.03357, -2.30992)
H (-1.28849, -1.20366, -1.06484)
H (1.61506, -0.36483, -0.52056)
H (0.52822, 1.35416, -1.75235)
H (-0.92375, 1.29462, -0.73314)
H (0.23489, 2.18195, 0.89014)
H (0.79829, -1.39132, 1.40031)
H (-0.68212, -0.62075, 2.82656)

Cartesian forces, eV/Å:
C -0.076 -0.054 -0.087
C 0.107 0.083 -0.091
C -0.108 -0.232 -0.265
O -0.107 0.060 0.258
N -0.119 -0.029 0.057
C -0.139 0.138 -0.008
O 0.311 -0.323 0.050
H -0.059 0.146 -0.022
H -0.013 -0.027 0.121
H 0.184 0.013 -0.022
H -0.104 0.006 0.011
H -0.047 -0.054 0.139
H 0.163 -0.001 -0.008
H 0.065 0.064 -0.083
H -0.084 0.114 -0.023
H 0.026 0.095 -0.026

Properties
Energy relative to the best compared isomer or geometry (same formula, charge and spin) = 0.874 eV
Total charge = 0
SMILES = C[C@@H](CO)NC=O
Highest occupied orbital energy = -10.0 eV
E_tot = -363.05343 Ha
Gap between HOMO and LUMO = 10.7 eV

=====

[4]
A single C4H8 molecule in a non-equilibrium geometry. Source: OMol25; level of theory: wB97M-V/def2-TZVPD.

Positions of all 12 atoms, in Å:
C (-1.48012, -0.01989, -0.10289)
C (-0.08890, -0.01569, 0.51956)
C (1.05980, -0.74833, -0.10230)
C (1.02966, 0.75428, -0.10264)
H (-2.10026, -0.88736, 0.13406)
H (-1.44017, 0.10373, -1.17868)
H (-2.08996, 0.83806, 0.28030)
H (-0.07504, -0.00512, 1.61446)
H (1.76280, -1.32384, 0.49451)
H (0.82671, -1.20576, -1.07171)
H (1.71479, 1.26883, 0.55895)
H (0.88070, 1.24110, -1.04362)

Cartesian forces, eV/Å:
C -0.439 0.909 0.739
C -0.594 -0.113 0.525
C -0.312 -0.512 -0.826
C 0.479 -0.078 0.476
H 0.393 -0.243 -0.039
H 0.114 -0.121 -0.268
H 0.627 -0.440 -0.265
H -0.112 -0.002 -0.364
H -0.134 0.305 0.010
H 0.202 0.082 0.399
H -0.043 0.022 -0.020
H -0.178 0.192 -0.367

Properties
Energy relative to the best compared isomer or geometry (same formula, charge and spin) = 0.381 eV
Total charge = 0
SMILES = CC1CC1
Highest occupied orbital energy = -10.2 eV
E_tot = -157.16995 Ha
Gap between HOMO and LUMO = 11.6 eV

=====

[5]
5 unconnected molecules or ions with the total composition C8H18Br6N2O4 in a non-equilibrium geometry. Source: OMol25; level of theory: wB97M-V/def2-TZVPD.

Positions of all 38 atoms, in Å:
C (1.37066, 3.33785, 2.28540)
N (0.72836, 4.67131, 2.01004)
O (0.35384, 4.82228, 0.86443)
O (0.55532, 5.40522, 2.95252)
H (1.73398, 2.87822, 1.36679)
H (0.63125, 2.69239, 2.67675)
H (2.22112, 3.44242, 3.01052)
C (1.22280, -4.49301, -2.16306)
N (1.35354, -3.00869, -1.76424)
O (1.74547, -2.78511, -0.59818)
O (1.07116, -2.20688, -2.63991)
H (0.15702, -4.52743, -2.42179)
H (1.64324, -5.11808, -1.35685)
H (1.82737, -4.63031, -3.00466)
Br (-6.30231, 1.45396, 0.51819)
C (-4.79992, 1.43273, -0.71310)
C (-5.39971, 1.77089, -2.04080)
Br (-4.05636, 1.85810, -3.38493)
H (-4.36370, 0.44582, -0.75463)
H (-4.06167, 2.16421, -0.42898)
H (-5.93236, 2.71596, -2.13380)
H (-6.15480, 1.01644, -2.26228)
Br (4.35162, -4.42673, 2.45604)
C (4.16845, -2.59528, 1.79842)
C (3.13643, -1.83139, 2.55059)
Br (3.30702, 0.08315, 2.22582)
H (4.03046, -2.65094, 0.72987)
H (5.15036, -2.10932, 2.03097)
H (3.22251, -1.88171, 3.59751)
H (2.10970, -2.14400, 2.29329)
Br (-0.76752, 0.86996, 1.42180)
C (-0.60028, -0.04815, -0.46727)
C (-0.85143, 0.90362, -1.62720)
Br (0.71210, 2.04004, -1.88304)
H (-1.33288, -0.90263, -0.54859)
H (0.38896, -0.46406, -0.49735)
H (-1.67823, 1.54789, -1.53546)
H (-0.89154, 0.27127, -2.56281)

Cartesian forces, eV/Å:
C 2.040 0.487 0.288
N 0.185 -1.642 -0.279
O -0.049 0.660 0.254
O -0.035 0.448 -0.096
H -0.173 0.409 -0.087
H -0.773 -0.336 0.607
H -1.004 0.187 -0.601
C -0.552 1.289 1.571
N 0.925 -0.906 0.883
O -0.889 0.245 -2.330
O 0.254 -0.269 1.357
H 0.409 -0.740 0.261
H -0.880 0.400 -0.189
H 0.709 0.010 -1.489
Br 0.258 -0.101 0.323
C -0.351 0.492 -0.269
C -1.181 -0.071 -0.239
Br 0.556 -0.205 -0.656
H 0.020 -0.231 0.261
H 0.136 0.169 0.441
H 0.261 0.089 0.597
H 0.298 -0.135 -0.447
Br -0.239 0.138 -0.068
C 1.945 0.594 0.618
C -1.614 -0.044 -0.886
Br -0.046 -0.033 -0.315
H -0.241 0.074 -0.115
H -0.708 -0.619 -0.458
H 0.393 -0.402 1.207
H 0.452 0.326 -0.053
Br -0.177 -1.206 -2.089
C -1.423 -0.016 0.479
C 1.830 -1.531 -0.479
Br -0.088 0.133 0.001
H 0.526 1.034 0.665
H 0.444 0.029 0.203
H -1.018 0.524 0.120
H -0.198 0.751 1.009

Properties
Energy relative to the best compared isomer or geometry (same formula, charge and spin) = 0.246 eV
Total charge = 0
SMILES = C[N+](=O)[O-].C[N+](=O)[O-].BrCCBr.BrCCBr.BrCCBr
Highest occupied orbital energy = -10.1 eV
E_tot = -16169.96038 Ha
Gap between HOMO and LUMO = 9.5 eV

=====

[6]
A molecular structure, C2H3F2IO2S in a non-equilibrium geometry. Source: OMol25; level of theory: wB97M-V/def2-TZVPD.

Positions of all 11 atoms, in Å:
C (-0.21737, -0.94455, -1.26856)
C (0.05430, 0.25229, 1.43135)
O (-0.51597, 1.68575, -0.64808)
O (1.69756, 0.71926, -0.51847)
F (-1.27610, 0.06354, 1.60118)
F (0.67753, -0.82295, 1.81308)
S (0.31001, 0.56221, -0.41219)
I (0.60930, 1.98257, 2.41235)
H (-0.49914, -0.72728, -2.22374)
H (0.34082, -1.77613, -1.28596)
H (-1.18094, -0.99472, -0.90097)

Cartesian forces, eV/Å:
C -1.095 3.679 1.639
C -1.468 0.402 -1.813
O -1.392 0.346 -0.911
O 2.648 -0.072 -0.569
F -0.174 -0.315 0.162
F 0.792 -1.231 0.534
S -0.023 -0.938 1.022
I 0.475 0.762 0.696
H 0.050 1.315 -3.038
H 2.289 -2.755 0.786
H -2.101 -1.191 1.492

Properties
Energy relative to the best compared isomer or geometry (same formula, charge and spin) = 1.601 eV
Total charge = 0
Highest occupied orbital energy = -10.3 eV
E_tot = -1124.03147 Ha
Gap between HOMO and LUMO = 10.5 eV

=====

[7]
2 unconnected molecules or ions with the total composition C4H5ClF3N2 in a non-equilibrium geometry. Source: OMol25; level of theory: wB97M-V/def2-TZVPD.

Positions of all 15 atoms, in Å:
C (-0.40371, -0.30257, -0.95093)
C (0.66129, -0.15003, 1.04998)
C (1.05313, 0.99526, 0.14605)
C (0.50589, 2.95121, 0.95774)
N (-0.27919, -0.88471, 0.22787)
N (0.22449, 0.85122, -1.00644)
F (-0.26513, 3.64331, 0.15123)
F (-0.10151, 2.68407, 2.09325)
F (1.62205, 3.59867, 1.09687)
Cl (2.69304, 1.32106, -0.18458)
H (-1.00354, -0.69026, -1.61414)
H (1.39803, -0.77644, 1.59243)
H (0.17104, 0.34071, 2.00934)
H (-0.52491, -1.90584, 0.24455)
H (0.17089, 1.47506, -1.78361)

Cartesian forces, eV/Å:
C 2.338 2.150 4.373
C -0.752 0.959 3.498
C -0.597 4.128 1.296
C 0.588 -2.754 -1.057
N -0.295 -1.819 -1.255
N -0.183 -1.313 -0.035
F -0.463 -0.486 -0.294
F 0.096 0.188 0.072
F 0.371 -0.129 0.510
Cl 0.835 -0.409 -0.300
H -2.987 -1.804 -3.940
H 0.188 0.309 -1.238
H 0.216 -0.969 -1.962
H 0.446 1.505 0.693
H 0.200 0.444 -0.361

Properties
Energy relative to the best compared isomer or geometry (same formula, charge and spin) = 2.488 eV
Total charge = +1
Highest occupied orbital energy = -13.8 eV
E_tot = -1024.39870 Ha
Gap between HOMO and LUMO = 9.4 eV

=====

Q: Which of these has the lowest gap between HOMO and LUMO?
A: C45H59BBrF4NO5PS2

=====

Q: Number 4 is which compound?
A: C4H8